(1)
ORCA calculation (wB97M-V/def2-TZVPD) on an isolated molecule of C4H7NO2.

Last column: Löwdin charge in e.
Element x y z (Å)
C -0.53 -2.28 -0.03  0.024
C -0.27 -0.88 -0.49  -0.550
O 0.98 -0.46 -0.20  -0.022
C 1.16 0.96 -0.30  -0.138
C 0.08 1.62 0.53  -0.245
N -0.36 2.78 0.31  0.109
O -1.09 -0.16 -1.02  0.105
H -1.58 -2.33 0.28  0.091
H 0.12 -2.56 0.80  0.086
H -0.39 -2.99 -0.85  0.092
H -0.28 0.96 1.34  0.128
H 1.12 1.31 -1.33  0.133
H 2.15 1.14 0.12  0.132
H -1.11 2.99 0.97  0.054

## Properties
**LUMO**: 0.0330 Ha
**2S+1**: 1
**Gap between HOMO and LUMO**: 11.122 eV
**Structure (SMILES)**: [H]/N=C/COC(C)=O

***

(2)
ORCA calculation (wB97M-V/def2-TZVPD) on an isolated molecule of C14H11N3O5 in a non-equilibrium geometry.

Last column: Löwdin charge in e.
Element x y z (Å)
O -3.17 1.81 3.20  0.089
O 1.71 -0.72 2.43  -0.025
O 2.31 -2.48 1.14  -0.076
O 2.40 1.33 -4.28  0.070
O 3.07 -1.03 -3.25  0.081
C -2.47 1.51 2.23  -0.430
C 1.46 -1.65 1.62  -0.664
C -0.94 2.05 -0.99  0.092
C -1.50 1.72 0.24  -0.132
C -1.09 0.48 0.85  -0.058
C 0.62 1.59 -2.69  0.040
C 1.34 -0.86 -1.59  0.101
C 1.66 0.84 -3.24  -0.234
C 2.00 -0.41 -2.73  -0.249
C 0.04 1.16 -1.54  -0.178
C 0.33 -0.09 -0.96  -0.086
N -2.39 2.31 1.10  0.182
N -0.25 -0.47 0.27  0.135
N -1.67 0.40 2.04  0.089
C 0.04 -1.73 1.02  -0.147
C -1.39 -0.69 2.96  -0.088
C -1.06 -1.93 2.14  -0.089
H 3.20 0.73 -4.30  0.127
H 3.43 -1.76 -2.69  0.159
H -1.16 3.00 -1.52  0.143
H 0.37 2.54 -3.18  0.143
H 1.68 -1.79 -1.19  0.113
H -2.99 3.13 0.92  0.192
H -0.08 -2.61 0.33  0.164
H -2.25 -0.89 3.60  0.136
H -0.53 -0.43 3.60  0.137
H -0.73 -2.76 2.80  0.141
H -1.99 -2.31 1.69  0.121

## Properties
**LUMO**: -0.0436 Ha
**2S+1**: 1
**Gap between HOMO and LUMO**: 7.011 eV

***

(3)
ORCA calculation (wB97M-V/def2-TZVPD) on an isolated molecule of C22H29FN4O2.

Last column: Löwdin charge in e.
Element x y z (Å)
C -2.34 -2.55 1.67  -0.030
H -1.50 -3.14 2.04  0.093
H -2.33 -1.58 2.16  0.087
H -3.26 -3.06 1.95  0.088
C -2.27 -2.40 0.15  -0.543
C -2.52 -3.77 -0.50  -0.051
H -2.41 -3.71 -1.58  0.084
H -1.81 -4.50 -0.12  0.086
H -3.52 -4.12 -0.27  0.085
C -0.89 -1.89 -0.28  -0.082
H -0.89 -1.74 -1.37  0.131
H -0.13 -2.64 -0.05  0.131
C -0.49 -0.56 0.39  -0.255
C -1.66 0.36 0.36  -0.119
C -2.94 -0.03 0.02  -0.140
N -3.73 1.08 0.15  -0.045
N -3.01 2.14 0.56  0.088
C -1.77 1.73 0.68  -0.070
H -1.00 2.40 0.99  0.112
C -5.11 1.23 -0.02  -0.179
C -5.76 2.21 0.73  -0.002
C -7.12 2.40 0.59  0.001
C -7.82 1.61 -0.31  -0.280
C -7.19 0.65 -1.07  -0.002
C -5.83 0.46 -0.94  -0.009
H -5.33 -0.26 -1.56  0.103
H -7.76 0.06 -1.77  0.119
F -9.15 1.79 -0.44  0.057
H -7.64 3.15 1.16  0.120
H -5.18 2.81 1.41  0.109
C -3.35 -1.41 -0.33  -0.082
H -3.45 -1.51 -1.42  0.126
H -4.31 -1.66 0.12  0.131
N 0.65 0.03 -0.27  0.102
C 1.90 0.00 0.26  -0.487
O 2.14 -0.53 1.32  0.068
C 2.94 0.67 -0.62  -0.083
H 3.13 0.02 -1.48  0.120
H 2.57 1.62 -1.00  0.124
C 4.24 0.90 0.16  -0.178
N 5.25 1.45 -0.73  -0.163
C 6.09 0.48 -1.40  -0.171
C 7.13 -0.17 -0.48  -0.181
C 7.95 0.94 0.18  -0.175
H 8.63 0.53 0.93  0.111
C 6.97 1.92 0.84  -0.205
O 6.04 2.43 -0.10  -0.115
H 7.49 2.80 1.22  0.124
H 6.45 1.43 1.67  0.120
H 8.53 1.47 -0.58  0.114
H 7.78 -0.83 -1.07  0.109
H 6.64 -0.77 0.28  0.105
H 5.43 -0.28 -1.84  0.117
H 6.60 1.01 -2.21  0.125
H 4.05 1.63 0.95  0.139
H 4.54 -0.05 0.63  0.117
H 0.50 0.47 -1.16  0.150
H -0.17 -0.75 1.42  0.152

## Properties
**LUMO**: 0.0204 Ha
**2S+1**: 1
**Gap between HOMO and LUMO**: 9.031 eV
**Structure (SMILES)**: CC1(C)Cc2c(cnn2-c2ccc(F)cc2)[C@H](NC(=O)CCN2CCCCO2)C1

***

ΔE to the lowest compared entry with this formula, charge and spin / kJ/mol: 112.1; 0.0; 221.7